(1)
C33H70BBr3FN4O9P3 | ωB97M-V/def2-TZVPD

Geometry as XYZ:
```
124
Properties=species:S:1:pos:R:3:lowdin_charge:R:1
H 4.3470 0.1630 5.9687 0.114
H 4.6339 2.5573 4.0533 0.109
C -4.4162 1.1891 -2.6894 -0.143
H 9.5186 -4.6675 5.5152 0.108
C -2.0346 2.2787 1.1538 -0.303
O -0.2541 3.5225 -3.3085 -0.355
O 8.9806 -6.2980 4.3339 -0.180
N 2.6243 0.6842 4.9629 -0.050
O 6.5003 -2.7264 3.0745 -0.193
H -1.1546 3.7374 -0.9991 0.054
H -0.9904 2.5533 0.8087 0.036
C -4.3249 -1.4840 -2.1327 -0.563
H -3.8025 5.4083 -2.6509 0.126
C -4.8825 -1.4795 -5.6674 -0.710
H -5.6725 1.5187 2.8954 0.077
H -0.2025 -0.9254 2.5995 0.100
H -1.7140 -2.3119 -2.3833 0.083
H -3.1177 1.1700 -5.4385 0.134
H 2.4833 2.4162 3.7459 0.102
H -2.3742 4.8507 -0.2203 0.090
H -2.0947 -0.3053 -7.1238 0.116
H 5.2837 0.2763 1.5957 0.094
H 9.1589 -4.4626 3.3357 0.089
Br -6.1286 -0.7155 -7.0903 0.599
H 4.5001 -2.8206 2.5115 0.074
C 1.8648 1.8086 4.4153 -0.204
H -4.1127 3.5896 -0.9456 0.120
C -5.2853 -3.0431 -5.6604 -0.264
H -1.7179 4.8074 -5.7300 0.076
C -2.3669 0.3791 -5.0659 -0.308
C 8.9599 -5.6073 5.5784 -0.223
O -0.7182 -0.5746 -0.8798 -0.110
H 0.3607 -2.3586 -0.8019 0.124
O 0.1981 1.5824 -1.2124 0.015
C 8.7702 -5.4754 3.1967 -0.100
H 3.8970 -0.2185 2.5563 0.063
H -2.5577 -3.5935 -4.1201 0.005
P -0.8526 2.0845 -3.9441 0.796
H 0.0577 2.1936 3.3322 0.106
H 6.5308 -4.8995 4.5037 0.066
H -6.4135 1.8466 -3.3568 0.138
H 7.6409 -5.0798 7.2053 0.116
C -5.9006 1.6363 -2.3384 -0.123
C -2.3014 5.3212 -4.8741 -0.124
N -2.2997 -2.7474 -4.6380 -0.220
C -6.9233 0.8393 -1.4741 -0.201
H 0.5419 3.7680 -3.8317 0.067
H 3.7673 1.7798 6.3334 0.118
C -1.5935 -0.2028 -6.0907 -0.024
O -4.5455 -1.2694 -0.8938 -0.068
Br 1.1759 0.9771 -4.2340 0.400
H -7.1682 1.3759 -0.4799 0.114
H 1.5034 -1.2187 3.0636 0.081
H 1.4152 -0.8344 -0.4711 0.091
P -1.6915 -1.6413 -3.6724 0.849
H -4.6245 -3.5534 -6.4658 0.086
C -5.1534 -0.6208 -4.3699 -0.535
C -4.6706 1.7801 2.4244 -0.155
B -0.8390 0.6429 -1.6432 -0.749
N 6.6279 -4.5509 5.4506 -0.054
H -3.9217 0.9639 2.7516 0.075
H 7.0797 -6.4136 6.2108 0.118
H -5.5541 0.3997 -4.7373 0.065
N -2.5995 -0.0659 -3.6197 -0.201
H -4.2653 1.7528 -3.7031 0.118
C -4.0726 -0.3285 -3.2404 -0.221
H -2.5395 3.2755 1.4545 0.050
H 8.1029 -3.0704 5.0846 0.103
H -1.7940 5.1885 -1.9173 0.061
P -3.1001 1.2672 -0.0229 1.064
O -4.2656 -2.8609 -2.3886 -0.201
H -4.3337 4.5791 -5.1325 0.118
C 7.0583 -3.1526 5.4034 -0.204
H 0.0182 0.6636 4.2128 0.127
H -5.8884 2.6826 -1.8452 0.106
H -5.4301 2.3685 0.3043 0.058
H 9.2891 -5.9304 2.3495 0.088
F -8.2261 0.8785 -2.1624 -0.164
C -3.3257 3.4356 -1.7977 -0.299
C 6.2098 -2.3443 4.4214 -0.212
H -0.3154 -1.4978 -4.0031 0.009
C 7.5549 -5.4276 6.1700 -0.199
H -4.2906 2.8132 2.7049 0.064
C 3.9251 1.0671 5.5165 -0.193
H 0.8676 -1.2733 -2.1827 0.056
H 5.2773 -4.3934 2.8762 0.078
O 1.0780 0.7044 2.3963 -0.207
H 9.5242 -6.2411 6.2738 0.120
O 5.4413 0.6931 3.5876 -0.197
H -6.3561 -3.2348 -6.0431 0.048
H -2.7646 6.2860 -5.2873 0.080
C 0.8409 -0.6970 2.3669 -0.091
C -2.0890 4.3448 -1.2196 -0.079
Br -6.8478 -1.5320 -3.7214 0.886
C -3.9723 4.3078 -2.9804 -0.186
H 0.4375 1.4033 -0.2783 0.099
H 4.1458 1.5147 2.1584 0.089
H 5.6784 -3.5256 1.3870 0.090
H -3.8786 -1.4409 -6.1762 0.036
C 4.9665 1.6359 4.5428 -0.213
H 7.7080 -5.4442 2.9442 0.069
C -3.4488 4.2304 -4.4647 -0.245
C 4.6372 0.5744 2.4246 -0.092
H 1.0589 -1.0534 1.3598 0.050
C 0.5476 -1.2518 -1.0768 -0.120
H -1.5928 5.5699 -4.0252 0.045
H -1.9003 1.6437 2.1089 0.049
H 5.1424 -2.4243 4.6530 0.122
H -5.0469 -3.5946 -4.6978 0.056
H 6.4877 -1.2908 4.5121 0.106
H -6.7568 -0.2432 -1.2113 0.080
C -4.8126 1.5631 0.8145 -0.368
H -5.1283 4.2629 -3.0277 0.110
H -5.3321 0.5354 0.7183 0.074
C 5.4249 -3.4007 2.4416 -0.112
C -3.1330 1.8706 -1.8732 -0.343
H -0.5509 -0.6424 -6.0192 0.047
H 2.7795 0.0012 4.2299 0.065
H 5.8447 1.9172 5.1376 0.122
C 0.6567 1.3220 3.6152 -0.211
H 6.9686 -2.7146 6.4027 0.122
H 1.5209 2.4449 5.2370 0.124
C -1.9916 1.0661 -2.7407 -0.322
H -3.1904 3.2104 -4.8935 0.049
```

Properties
Lowest unoccupied orbital energy   -1.3 eV
Relative energy (zero: lowest compared OMol25 entry of this formula, charge and spin)   5.947 eV
Highest occupied orbital energy   -7.53 eV
HOMO-LUMO gap   6.185 eV
Total energy   -11065.9019 Eh

***

(2)
C33H70BF9O8P3 | ωB97M-V/def2-TZVPD

Geometry as XYZ:
```
124
Properties=species:S:1:pos:R:3:lowdin_charge:R:1
C 0.1785 -1.0961 6.4073 -0.104
O 0.3282 -1.6662 -4.5449 0.144
H 3.8752 1.6375 2.0044 0.108
H -2.2400 -5.4767 -0.2664 0.099
H 1.9710 3.4363 -4.4807 0.070
H -2.1284 -3.7336 -0.2565 0.096
C -0.1539 1.0820 7.6940 -0.227
C 3.5211 1.0478 2.8550 -0.219
C 3.9299 0.7053 -2.4803 -0.340
F 3.8802 1.6551 -6.0626 0.096
H 3.6666 3.3219 -3.3637 0.126
H 1.6713 0.5459 1.9045 0.100
O 1.9358 3.8748 -2.4427 -0.101
C -4.7566 0.0319 -5.4276 -0.415
H -4.9131 1.4520 -2.4548 0.059
H 0.4762 0.5526 -1.0373 0.075
H 0.1648 -0.6037 0.2247 0.074
O -2.7010 5.3762 -6.3067 -0.190
H 0.3635 -3.8645 -0.0979 0.066
H 0.3402 -2.1742 -2.1247 0.105
C 3.0936 -0.9460 1.3227 -0.105
H -1.6618 -7.3480 0.8555 0.098
H -0.7045 1.0966 9.7665 0.108
O -1.9029 2.6994 -5.1033 -0.307
C -3.2781 -7.2429 2.2758 -0.114
H 5.3277 -0.8107 5.1975 0.103
H -4.1908 1.5629 8.3977 0.068
C -0.6835 0.6332 -5.0345 -0.229
H -1.0628 -1.7952 -1.1724 0.103
H 3.4668 -0.3056 6.7407 0.062
C 3.3914 0.9107 -5.0323 -0.255
F 2.6903 1.6240 -0.7373 0.100
H 0.0523 -1.5719 5.4337 0.069
C -1.6501 -4.6410 0.1199 -0.262
H -3.8504 -6.4728 1.7571 0.065
H -4.1779 -0.3944 -6.2383 0.062
H 3.9138 -1.5398 1.7315 0.072
F 3.4569 -0.5584 -2.3046 0.142
H 3.4666 -0.3991 0.4586 0.053
C -0.9035 0.4801 8.8839 -0.231
H 0.2765 -5.6305 -0.1292 0.066
H -2.7739 3.4835 -3.0817 0.044
H -0.2480 -4.6995 -1.5279 0.074
C -0.2317 -4.7151 -0.4376 -0.107
H -1.3938 0.3409 6.0798 0.100
C 4.7351 0.4647 3.5806 -0.226
H -0.0607 -5.9251 2.1356 0.100
H -1.1495 -3.7398 2.0043 0.107
H -2.8334 -0.1323 9.5799 0.102
O -0.9378 5.0491 -8.0702 -0.355
C -3.1133 1.6995 8.4998 -0.113
H -2.6379 -0.2990 7.8509 0.098
H 1.5964 -0.8167 -0.7347 0.035
C 3.1501 3.1939 -2.4181 -0.104
H -0.4936 -0.5080 9.1109 0.100
H -0.3297 3.3648 -3.1494 0.080
F 1.6748 1.3429 -2.6475 0.125
C 0.0181 3.9961 -3.9632 -0.239
P -3.5158 0.6186 -4.1874 1.047
H 2.3285 -1.6418 0.9753 0.056
H -2.4071 1.0961 -6.1926 0.099
O -0.2367 6.3331 -6.0164 -0.205
H -6.6894 -0.8616 -4.9795 0.055
H -3.6823 3.2945 -1.6039 0.063
O 0.2798 1.6725 -4.9733 -0.269
H 2.4425 1.3406 -4.7104 0.129
F 5.2286 -0.2998 -4.1288 0.124
H -0.4836 4.9548 -3.8526 0.062
F -0.6090 2.3826 -7.0826 -0.254
P -0.3514 3.1345 -5.6256 0.484
H -3.6979 -8.2091 1.9919 0.067
F 5.3477 1.8776 -4.0009 0.129
H -5.3724 -2.0240 -5.2208 0.057
F 3.1528 -0.3587 -5.4698 0.097
H -0.3538 -1.7043 7.1405 0.066
B -0.3940 -0.5828 -4.0381 -0.599
H 1.2403 -1.1153 6.6566 0.054
C -2.4147 0.3570 8.6964 -0.272
C -0.3407 0.3382 6.3730 -0.265
C -0.2612 -1.3486 -1.7559 -0.211
H 3.0060 1.7530 3.5142 0.101
O -0.8712 -0.5649 -2.7639 0.063
C -4.2895 1.9520 -3.1919 -0.412
H -5.3443 0.8633 -5.8097 0.068
H 3.8005 -1.2669 4.4794 0.098
C 1.5119 4.1407 -3.7913 -0.248
H 0.1923 0.8862 5.5914 0.096
H 4.2573 1.1949 6.2512 0.077
F 4.9806 0.8753 -1.6250 0.135
C 4.4864 0.8290 -3.9186 -0.340
C 2.8455 1.7230 -2.0956 -0.394
C -1.7940 -7.1746 1.9267 -0.273
H 3.7671 3.5863 -1.6142 0.146
C -2.0964 1.2952 -5.1621 -0.440
H -2.9388 2.3568 9.3542 0.073
H -0.5465 0.1833 -6.0235 0.128
H -2.7377 -4.4625 1.9632 0.101
P -1.1141 5.0650 -6.6087 0.454
C 3.6636 0.3515 5.8920 -0.115
C 0.5614 -0.4957 -0.7818 -0.055
H 2.7036 0.7341 5.5418 0.052
C 2.5135 0.0145 2.3550 -0.254
H 0.9106 3.5338 -6.1721 0.052
C -3.2351 2.7507 -2.4313 -0.163
C -1.1341 -5.8580 2.3330 -0.232
H -3.4307 -7.1143 3.3495 0.073
H 1.2533 -1.5762 -4.3086 0.085
H -2.4377 2.1107 -2.0646 0.065
C -1.7019 -4.6145 1.6466 -0.227
H -0.7854 6.9863 -5.5808 0.045
H -2.7625 2.2096 7.6019 0.065
C -5.6389 -1.0631 -4.7974 -0.182
H 5.3762 1.2915 3.9039 0.108
H -5.4786 -1.1282 -3.7262 0.037
H -0.4574 2.1240 7.5596 0.102
H 5.3353 -0.1215 2.8795 0.101
H -2.8127 5.6115 -5.3808 0.042
H -1.2320 -5.7316 3.4161 0.107
H 0.9135 1.1110 7.9357 0.106
H -4.9334 2.6228 -3.7596 0.074
H -1.2746 -7.9923 2.4338 0.102
C 4.3975 -0.4051 4.7896 -0.266
H 1.8090 5.1569 -4.0462 0.125
H 2.1021 -0.5526 3.1965 0.094
```

Properties
Lowest unoccupied orbital energy   2.0 eV
Net charge   -1
Highest occupied orbital energy   -4.95 eV
HOMO-LUMO gap   6.950 eV
Total energy   -3849.2465 Eh

***

(3)
C33H71BrINO4PSSi2 | ωB97M-V/def2-TZVPD

Geometry as XYZ:
```
115
Properties=species:S:1:pos:R:3:lowdin_charge:R:1
C -2.2090 -3.8512 6.0375 -0.305
C -4.6098 -4.7233 1.9489 -0.099
H 0.2653 -0.5784 0.7015 0.109
C 1.9115 2.5126 -4.9887 -0.196
H 3.5410 3.2260 -8.3938 0.114
C 2.7830 -4.1867 0.0734 -0.412
Si -1.5849 5.5018 2.1072 0.195
H -1.6354 5.5387 -2.6591 0.013
H -0.6436 6.9640 -3.0164 0.010
C 4.0942 2.4967 -7.8104 -0.243
C 6.0701 2.5235 -6.5350 -0.116
Si -1.0851 6.7607 -0.5569 0.200
P 1.0468 -4.8216 0.0642 1.040
C -0.4479 1.2327 -0.9692 -0.177
C 0.5128 -4.9194 1.8930 -0.391
H 2.5557 -6.0494 -2.0834 0.059
C -2.5982 7.8985 -0.6500 -0.208
H 3.4025 -6.8629 -0.7642 0.067
C 1.2526 -6.6033 -0.4793 -0.450
H -2.4061 -5.5369 2.6912 0.072
H 0.7771 5.8977 2.8049 0.016
H 0.5401 -1.6440 -0.7327 0.093
C 0.4125 7.8343 -0.1146 -0.207
H -2.7277 8.4753 0.2684 0.002
H -1.9400 3.7431 3.8596 0.004
H 2.3889 -7.7561 -1.9155 0.065
C 0.4310 2.6193 -2.9318 -0.197
H 3.8161 -2.6731 1.1704 0.073
H -4.0247 6.0068 1.9629 0.015
H 5.8558 1.6257 -5.9502 0.084
C -0.8652 -4.2272 3.8837 -0.279
O 1.5296 -5.8800 4.5782 -0.253
H 1.2988 7.2129 0.0264 0.016
C -3.5561 -4.3974 6.4976 -0.627
H -3.4475 6.2219 3.6227 0.008
H 2.1220 -2.3274 1.0914 0.035
O 1.7086 -4.4138 2.5560 -0.278
H 6.7093 3.1888 -5.9713 0.084
H -0.2299 2.7923 -4.9506 0.104
H 1.9958 3.4794 -6.8908 0.103
H -2.0820 -1.8258 0.5088 0.090
H 3.4301 -4.8270 0.6678 0.073
S 1.7442 -4.5410 4.1335 0.604
I -3.3135 -5.6071 8.2716 0.727
C -3.3149 -4.0081 1.5551 -0.299
H -3.0446 -4.1382 4.1371 0.079
H 1.6181 1.6579 -1.3799 0.103
C -0.9849 -0.2261 -1.0491 -0.195
H 4.7232 1.8981 -8.4699 0.109
H -3.3078 -3.8237 0.4902 0.087
H 2.5953 1.7893 -4.5510 0.106
H -1.1750 -3.0879 -0.2121 0.072
H -2.4964 8.6185 -1.4726 0.008
N -1.2944 5.4291 0.4528 -0.244
H 1.1546 3.3947 -2.7075 0.093
H 0.9088 0.5415 -2.5227 0.089
C 3.0638 1.5999 -7.1047 -0.166
C -0.8055 -4.1747 2.2884 -0.380
C -0.1913 -1.1478 -0.1005 -0.197
H -5.4087 -3.9932 2.0328 0.077
H -0.1606 7.3973 2.9422 0.002
H 0.4933 -2.5308 4.2754 0.123
H -0.8942 -0.6019 -2.0617 0.102
H -0.8335 -5.2864 4.1404 0.143
H 0.3915 -6.7914 -1.1060 0.015
H 3.5979 1.1025 -6.3012 0.093
H -4.5245 -5.2053 2.9187 0.062
C 2.4856 -6.8406 -1.3429 -0.171
H -0.3188 6.1457 4.1727 0.008
H -4.2349 -3.5901 6.7350 0.044
H -1.2922 1.8753 -1.1876 0.099
H 1.1890 -7.2865 0.3652 0.070
H 0.3226 -3.6128 5.6462 0.109
C -1.7440 3.7355 2.7803 -0.217
Br -1.9570 -6.1832 0.3905 0.814
H 2.1735 3.5029 -4.6377 0.107
O 2.9315 -3.9548 4.6414 -0.250
H -0.8206 3.1782 2.6047 0.004
H -2.0755 -2.8772 6.4984 0.112
H 3.1934 -2.0918 -0.3277 0.069
C 1.9091 2.4599 -6.5355 -0.182
H -2.0395 -0.1996 -0.7784 0.098
C 2.9489 -2.7208 0.5180 -0.136
H -3.2725 -3.0781 2.1043 0.101
H -3.5034 7.3138 -0.8243 0.015
C -1.0841 -2.2581 0.4740 -0.214
C 0.5171 2.2081 -4.4165 -0.211
H -2.5655 3.2119 2.2858 0.007
H 0.2613 1.1569 -4.5397 0.105
H 0.3751 -5.9695 2.1449 0.103
H 6.6144 2.2068 -7.4274 0.081
C 0.7211 1.4516 -1.9605 -0.182
O 4.8714 3.1903 -6.8543 -0.182
C -2.0995 -4.9052 1.8723 -0.587
H -1.3927 -4.4602 6.4064 0.065
H 0.1131 5.5108 -2.3381 -0.003
H -1.3327 -2.0566 2.5712 0.113
C -0.1881 6.3165 3.0959 -0.208
C -2.1422 -3.6588 4.4945 -0.151
H 0.2871 -2.3633 2.1141 0.094
H 0.6275 8.5543 -0.9151 0.009
H 0.2417 8.4099 0.7977 0.002
H -4.0152 -5.0420 5.7595 0.029
C -0.7355 -2.6796 1.9188 -0.138
C 0.3275 -3.5616 4.5634 -0.161
H -4.8980 -5.4493 1.1987 0.064
H 2.6691 0.8558 -7.7921 0.104
H -2.2869 -2.5982 4.3138 0.122
C -3.1976 6.3861 2.5661 -0.208
H 3.1651 -4.2668 -0.9357 0.061
H 0.9587 2.0634 -6.8726 0.097
H -0.5434 3.0604 -2.7609 0.090
C -0.7841 6.1314 -2.3159 -0.210
H -0.1557 1.4007 0.0612 0.097
H -3.1235 7.4654 2.4170 0.002
```

Properties
Lowest unoccupied orbital energy   1.4 eV
Net charge   -1
Highest occupied orbital energy   -3.63 eV
HOMO-LUMO gap   5.061 eV
Total energy   -5845.9921 Eh

***

- Look up the total energy of the third one.
  -5845.9921 Eh